The following is a DFT calculation (wB97M-V/def2-TZVPD) of one molecule with the formula C3H6O.

CARTESIAN COORDINATES (ANGSTROEM)
C (-1.27, 0.24, 0.11)
C (0.06, -0.45, -0.14)
C (1.39, 0.14, -0.07)
O (0.93, -0.74, 0.94)
H (-2.03, -0.52, 0.29)
H (-1.56, 0.79, -0.79)
H (-1.26, 0.93, 0.97)
H (-0.04, -1.27, -0.85)
H (2.15, -0.26, -0.75)
H (1.57, 1.17, 0.25)

## Properties
LUMO level = 1.2 eV
SMILES = C[C@H]1CO1
Energy relative to the best compared isomer or geometry (same formula, charge and spin) = 29.95 kcal per mole
Frontier orbital gap = 11.403 eV

From a Löwdin analysis of the wavefunction, the atomic charges in e read: atom 1 (C): -0.05, atom 2 (C): -0.37, atom 3 (C): -0.13, atom 4 (O): -0.05, atom 5 (H): 0.08, atom 6 (H): 0.08, atom 7 (H): 0.08, atom 8 (H): 0.13, atom 9 (H): 0.11, atom 10 (H): 0.11

The following is a DFT calculation (wB97M-V/def2-TZVPD) of one molecule with the formula C17H18N2O3S.

CARTESIAN COORDINATES (ANGSTROEM)
O (-6.44, -1.31, -0.31)
C (-5.63, -0.43, -0.18)
C (-4.94, 0.01, 1.10)
C (-3.81, 0.95, 0.66)
C (-2.48, 0.24, 0.63)
C (-1.39, 0.77, 1.31)
C (-0.16, 0.12, 1.29)
C (-0.03, -1.05, 0.57)
S (1.55, -1.88, 0.50)
O (2.46, -1.22, 1.40)
O (1.37, -3.29, 0.63)
N (1.94, -1.61, -1.11)
C (2.30, -0.25, -1.45)
C (3.57, 0.23, -0.79)
C (3.55, 1.33, 0.06)
C (4.71, 1.75, 0.69)
C (5.90, 1.07, 0.47)
C (5.92, -0.02, -0.38)
C (4.76, -0.44, -1.00)
C (-1.10, -1.59, -0.12)
C (-2.32, -0.95, -0.09)
C (-4.24, 1.39, -0.76)
N (-5.17, 0.37, -1.17)
H (-4.58, -0.85, 1.66)
H (-5.68, 0.53, 1.72)
H (-3.73, 1.81, 1.32)
H (-1.50, 1.68, 1.87)
H (0.70, 0.50, 1.82)
H (2.63, -2.29, -1.40)
H (2.40, -0.20, -2.54)
H (1.46, 0.38, -1.15)
H (2.63, 1.86, 0.23)
H (4.69, 2.60, 1.35)
H (6.81, 1.39, 0.97)
H (6.85, -0.56, -0.55)
H (4.79, -1.29, -1.67)
H (-0.96, -2.51, -0.66)
H (-3.17, -1.37, -0.62)
H (-3.39, 1.44, -1.45)
H (-4.73, 2.37, -0.74)
H (-5.53, 0.32, -2.11)

## Properties
LUMO level = 0.5 eV
SMILES = O=C1C[C@@H](c2ccc(S(=O)(=O)NCc3ccccc3)cc2)CN1
Energy relative to the best compared isomer or geometry (same formula, charge and spin) = 21.43 kcal per mole
Frontier orbital gap = 9.730 eV

From a Löwdin analysis of the wavefunction, the atomic charges in e read: atom 1 (O): 0.07, atom 2 (C): -0.52, atom 3 (C): -0.03, atom 4 (C): -0.23, atom 5 (C): -0.19, atom 6 (C): -0.01, atom 7 (C): -0.05, atom 8 (C): -0.29, atom 9 (S): 0.66, atom 10 (O): -0.27, atom 11 (O): -0.29, atom 12 (N): -0.12, atom 13 (C): -0.19, atom 14 (C): -0.25, atom 15 (C): -0.05, atom 16 (C): -0.08, atom 17 (C): -0.09, atom 18 (C): -0.08, atom 19 (C): -0.05, atom 20 (C): -0.03, atom 21 (C): 0.00, atom 22 (C): -0.13, atom 23 (N): 0.08, atom 24 (H): 0.13, atom 25 (H): 0.13, atom 26 (H): 0.14, atom 27 (H): 0.12, atom 28 (H): 0.11, atom 29 (H): 0.10, atom 30 (H): 0.13, atom 31 (H): 0.11, atom 32 (H): 0.11, atom 33 (H): 0.10, atom 34 (H): 0.10, atom 35 (H): 0.10, atom 36 (H): 0.11, atom 37 (H): 0.12, atom 38 (H): 0.12, atom 39 (H): 0.13, atom 40 (H): 0.12, atom 41 (H): 0.15

The following is a DFT calculation (wB97M-V/def2-TZVPD) of C38H48BCl4F2GeO5PTi as an isolated structure at a distorted geometry.

CARTESIAN COORDINATES (ANGSTROEM)
Ti (-0.20, 2.34, -1.84)
C (2.30, 1.60, -0.12)
O (1.04, 2.29, -0.17)
C (0.52, 2.80, 1.10)
C (-0.87, 2.31, 1.25)
O (-1.48, 2.51, -0.05)
C (-2.92, 2.68, 0.01)
C (-3.73, 1.38, -0.13)
O (-4.53, 1.46, -1.35)
C (-5.75, 0.69, -1.35)
H (3.07, 2.33, 0.24)
H (2.23, 0.69, 0.49)
H (2.65, 1.42, -1.15)
H (1.20, 2.51, 1.91)
H (0.57, 3.90, 0.91)
H (-0.90, 1.22, 1.50)
H (-1.41, 2.82, 2.08)
H (-3.06, 3.12, 1.04)
H (-3.18, 3.42, -0.76)
H (-3.01, 0.55, -0.26)
H (-4.35, 1.17, 0.73)
H (-5.54, -0.43, -1.20)
H (-6.53, 1.01, -0.62)
H (-6.17, 0.87, -2.36)
Cl (-4.00, 6.61, -5.40)
C (-2.75, 5.96, -4.40)
C (-1.63, 6.74, -3.89)
Cl (-1.64, 8.41, -4.20)
C (-0.58, 6.16, -3.22)
Cl (0.71, 7.01, -2.43)
C (-0.69, 4.75, -2.93)
O (0.29, 4.06, -2.32)
C (-1.84, 4.02, -3.27)
O (-1.80, 2.72, -2.88)
C (-2.79, 4.56, -4.13)
Cl (-3.95, 3.50, -4.92)
F (-0.91, -2.45, -1.97)
B (-0.71, -1.12, -1.70)
F (-0.90, -0.83, -0.35)
C (-1.55, -3.64, -4.92)
C (-0.14, -3.18, -5.17)
C (-0.05, -1.78, -5.79)
C (-0.47, -0.56, -4.92)
Ge (0.27, -0.17, -3.11)
C (2.07, -0.80, -3.48)
C (2.51, -1.86, -2.50)
C (3.54, -2.81, -3.11)
C (3.86, -4.00, -2.21)
H (-1.58, -4.74, -4.63)
H (-2.14, -3.58, -5.85)
H (-2.00, -3.11, -4.08)
H (0.35, -3.88, -5.86)
H (0.48, -3.28, -4.27)
H (-0.56, -1.71, -6.79)
H (1.01, -1.65, -6.10)
H (-1.55, -0.47, -4.91)
H (-0.08, 0.33, -5.43)
H (0.77, 1.49, -3.28)
H (2.78, 0.03, -3.67)
H (1.88, -1.27, -4.44)
H (1.70, -2.45, -2.11)
H (2.99, -1.39, -1.63)
H (4.48, -2.28, -3.33)
H (3.22, -3.20, -4.08)
H (4.26, -3.62, -1.24)
H (4.60, -4.71, -2.59)
H (2.98, -4.58, -1.99)
C (4.90, -0.34, 4.61)
C (4.21, 0.87, 4.63)
C (2.85, 0.86, 4.39)
C (2.15, -0.31, 4.01)
C (2.86, -1.53, 3.92)
C (4.23, -1.51, 4.23)
P (0.36, -0.31, 3.83)
C (-0.23, -0.16, 5.49)
C (-1.64, -0.20, 5.71)
C (-2.19, 0.00, 6.99)
C (-1.34, 0.34, 8.04)
C (0.05, 0.36, 7.84)
C (0.59, 0.05, 6.56)
C (-0.03, -1.97, 3.38)
C (-0.69, -2.93, 4.16)
C (-0.83, -4.28, 3.71)
C (-0.38, -4.63, 2.44)
C (0.24, -3.68, 1.63)
C (0.43, -2.38, 2.12)
H (5.99, -0.37, 4.70)
H (4.67, 1.76, 4.99)
H (2.26, 1.78, 4.54)
H (2.46, -2.51, 3.65)
H (4.79, -2.48, 4.18)
H (-2.23, -0.49, 4.84)
H (-3.26, -0.06, 7.12)
H (-1.69, 0.69, 9.02)
H (0.73, 0.48, 8.70)
H (1.68, 0.03, 6.45)
H (-1.05, -2.66, 5.15)
H (-1.25, -5.02, 4.40)
H (-0.48, -5.69, 2.14)
H (0.51, -3.95, 0.57)
H (0.98, -1.62, 1.48)

## Properties
LUMO level (alpha / beta) = 0.1 / 0.0 eV
2S+1 = 3
Energy relative to the best compared isomer or geometry (same formula, charge and spin) = 2.01 kcal per mole
Expectation value of S² = 2.01
Frontier orbital gap (alpha / beta) = 5.876 / 7.020 eV

Löwdin population analysis, charges in e, atoms 1 to 99: atom 1 (Ti): 0.84, atom 2 (C): -0.04, atom 3 (O): -0.34, atom 4 (C): -0.12, atom 5 (C): -0.16, atom 6 (O): -0.24, atom 7 (C): -0.11, atom 8 (C): -0.15, atom 9 (O): -0.21, atom 10 (C): -0.10, atom 11 (H): 0.12, atom 12 (H): 0.10, atom 13 (H): 0.09, atom 14 (H): 0.12, atom 15 (H): 0.16, atom 16 (H): 0.11, atom 17 (H): 0.14, atom 18 (H): 0.13, atom 19 (H): 0.14, atom 20 (H): 0.12, atom 21 (H): 0.12, atom 22 (H): 0.10, atom 23 (H): 0.09, atom 24 (H): 0.09, atom 25 (Cl): 0.64, atom 26 (C): -0.69, atom 27 (C): -0.73, atom 28 (Cl): 0.68, atom 29 (C): -0.60, atom 30 (Cl): 0.67, atom 31 (C): -0.35, atom 32 (O): -0.22, atom 33 (C): -0.37, atom 34 (O): -0.24, atom 35 (C): -0.59, atom 36 (Cl): 0.66, atom 37 (F): 0.12, atom 38 (B): -0.63, atom 39 (F): 0.09, atom 40 (C): -0.12, atom 41 (C): -0.29, atom 42 (C): -0.27, atom 43 (C): -0.29, atom 44 (Ge): 0.91, atom 45 (C): -0.32, atom 46 (C): -0.31, atom 47 (C): -0.28, atom 48 (C): -0.12, atom 49 (H): 0.09, atom 50 (H): 0.08, atom 51 (H): 0.05, atom 52 (H): 0.11, atom 53 (H): 0.09, atom 54 (H): 0.12, atom 55 (H): 0.09, atom 56 (H): 0.06, atom 57 (H): 0.07, atom 58 (H): 0.01, atom 59 (H): 0.09, atom 60 (H): 0.03, atom 61 (H): 0.08, atom 62 (H): 0.11, atom 63 (H): 0.11, atom 64 (H): 0.11, atom 65 (H): 0.08, atom 66 (H): 0.07, atom 67 (H): 0.06, atom 68 (C): -0.08, atom 69 (C): -0.09, atom 70 (C): -0.13, atom 71 (C): -0.39, atom 72 (C): -0.07, atom 73 (C): -0.08, atom 74 (P): 1.06, atom 75 (C): -0.41, atom 76 (C): -0.10, atom 77 (C): -0.08, atom 78 (C): -0.09, atom 79 (C): -0.06, atom 80 (C): -0.09, atom 81 (C): -0.41, atom 82 (C): -0.06, atom 83 (C): -0.07, atom 84 (C): -0.10, atom 85 (C): -0.08, atom 86 (C): -0.14, atom 87 (H): 0.11, atom 88 (H): 0.10, atom 89 (H): 0.11, atom 90 (H): 0.11, atom 91 (H): 0.12, atom 92 (H): 0.10, atom 93 (H): 0.10, atom 94 (H): 0.11, atom 95 (H): 0.11, atom 96 (H): 0.10, atom 97 (H): 0.09, atom 98 (H): 0.11, atom 99 (H): 0.11